Record 1
{
  "formula": "C36H55BN4O5S5",
  "method": "ωB97M-V with the def2-TZVPD basis set",
  "symbols": ["N", "C", "C", "C", "B", "C", "C", "C", "C", "C", "C", "C", "S", "C", "N", "N", "C", "O", "C", "C", "C", "S", "C", "S", "N", "C", "C", "C", "C", "C", "C", "C", "C", "C", "C", "C", "C", "H", "H", "H", "H", "H", "H", "H", "H", "H", "H", "H", "H", "H", "H", "H", "H", "H", "H", "H", "H", "H", "H", "H", "H", "H", "H", "H", "H", "H", "H", "H", "H", "H", "H", "H", "H", "H", "H", "H", "O", "S", "O", "C", "C", "C", "C", "H", "H", "H", "H", "H", "H", "H", "H", "O", "S", "O", "C", "C", "C", "C", "H", "H", "H", "H", "H", "H", "H", "H"],
  "coordinates": [[7.280386, -1.212501, -0.547481], [7.034208, 0.231688, -0.181050], [6.248209, 0.938063, -1.406532], [4.922973, 1.744693, -0.955139], [4.303777, 2.497522, -2.256233], [5.157559, 2.970461, -3.575421], [5.467056, 1.743581, -4.583147], [7.025404, 1.743374, -4.996718], [7.822355, 0.399658, -4.626543], [7.148266, -0.948151, -5.215131], [8.088514, -2.186675, -4.722264], [7.403314, -3.611530, -5.014774], [6.231219, -4.182465, -3.690631], [7.198088, -5.226366, -2.503057], [8.566556, -5.645578, -2.598275], [8.787994, -6.418007, -1.479527], [7.574014, -6.430080, -0.692530], [6.551150, -5.676251, -1.327291], [2.696061, 2.852993, -2.277217], [1.938353, 1.633464, -3.017480], [0.680310, 1.201126, -2.111407], [-0.953670, 1.885757, -2.758804], [-2.191589, 0.680643, -2.023219], [-1.736565, 0.026745, -0.522537], [-3.467095, 0.329646, -2.703134], [-4.141080, -0.704328, -1.836488], [-3.848555, -2.237526, -2.027577], [-4.527906, -3.343007, -1.133711], [-5.483469, -2.857655, -0.015684], [-5.799628, -1.363659, 0.235157], [-5.137880, -0.297556, -0.687129], [-3.244505, -0.256287, -4.040777], [-1.873393, -0.843850, -4.539506], [-1.659769, -1.469060, -5.943276], [-2.822967, -1.599657, -6.956346], [-4.214986, -1.028463, -6.489783], [-4.425416, -0.370596, -5.077575], [7.437317, -1.294195, -1.568520], [8.146128, -1.513037, -0.065713], [8.069284, 0.706132, 0.010782], [6.354693, 0.251439, 0.740050], [5.899164, 0.161961, -2.191669], [6.960423, 1.723858, -1.865389], [5.185176, 2.466885, -0.100990], [4.203959, 0.959451, -0.507789], [4.496187, 3.711810, -4.164045], [6.084656, 3.563208, -3.254264], [4.864255, 1.905896, -5.555907], [5.155312, 0.719212, -4.176220], [7.573391, 2.634348, -4.517143], [7.097234, 1.913761, -6.139332], [7.990982, 0.318949, -3.494115], [8.868358, 0.495626, -5.113737], [6.067813, -1.106645, -4.868310], [7.233867, -0.920085, -6.362857], [8.281082, -2.087153, -3.592657], [9.068545, -2.131218, -5.317603], [8.224258, -4.389684, -5.186385], [6.802665, -3.519368, -5.993203], [7.510047, -7.012243, 0.280482], [2.392948, 3.008681, -1.186963], [2.492536, 3.798984, -2.901677], [1.628526, 1.888368, -4.097963], [2.672107, 0.742370, -3.026559], [0.765108, 1.593456, -1.035768], [0.673646, 0.052573, -2.044373], [-3.121597, -2.639954, -2.819527], [-4.283011, -4.447454, -1.353406], [-5.955088, -3.643902, 0.660268], [-6.487034, -1.023035, 1.074132], [-5.313856, 0.832358, -0.551896], [-0.946036, -0.811031, -3.854535], [-0.626498, -1.842967, -6.243030], [-2.655798, -2.091870, -7.972145], [-5.070896, -1.149561, -7.248833], [-5.488301, 0.011446, -4.845529], [-5.716926, -1.764589, 3.365692], [-6.734388, -0.929710, 3.960952], [-7.930052, -0.541627, 3.244817], [-7.205409, -1.641794, 5.527314], [-6.235656, -1.026325, 6.527623], [-6.135921, 0.452585, 6.152576], [-5.950679, 0.530420, 4.635633], [-7.138966, -2.728359, 5.477036], [-8.233168, -1.336613, 5.736896], [-6.579513, -1.161298, 7.554887], [-5.251880, -1.497953, 6.434956], [-7.061258, 0.963233, 6.437368], [-5.314396, 0.947240, 6.675884], [-6.422854, 1.420190, 4.217310], [-4.894936, 0.505249, 4.359722], [-4.715320, 2.489625, 9.776699], [-6.130658, 2.294656, 9.564905], [-6.701881, 0.988478, 9.320249], [-7.015775, 3.069168, 10.906484], [-7.229326, 4.502732, 10.438941], [-7.638265, 4.403423, 8.968180], [-6.676813, 3.425863, 8.289669], [-6.434118, 2.999054, 11.825318], [-7.968281, 2.547254, 11.022980], [-7.988360, 5.010695, 11.037346], [-6.295710, 5.068103, 10.525270], [-8.661855, 4.020767, 8.899774], [-7.619965, 5.378837, 8.476925], [-7.168405, 2.864619, 7.494982], [-5.798107, 3.938542, 7.894187]],
  "forces_ev_per_angstrom": [[0.5, 0.6, 0.1], [-0.3, -0.3, -0.9], [0.1, 0.8, 0.8], [0.8, -1.2, -0.2], [-0.8, 0.9, -0.2], [-0.9, 0.2, -0.2], [0.6, 0.6, -0.6], [0.2, -0.3, -0.4], [0.0, 0.1, -0.7], [1.6, -0.2, 0.5], [-0.9, 0.2, -0.2], [1.4, 0.3, -0.7], [0.8, -0.8, 0.8], [3.1, -0.7, 0.0], [-5.4, 0.9, 1.4], [-5.1, 0.6, 2.7], [3.9, 0.4, -3.4], [3.4, -0.6, -1.2], [0.7, 0.4, -0.7], [-0.1, 0.1, 1.1], [0.4, -0.7, 0.6], [-0.7, -1.6, 0.1], [1.0, -0.4, 1.4], [-0.8, 1.0, -2.1], [2.1, -2.0, 0.8], [-2.6, -3.6, 2.6], [-2.0, 0.4, 2.2], [-0.6, 4.7, 0.3], [1.4, 1.6, -1.7], [2.7, -0.6, -3.4], [1.0, -2.8, -0.9], [0.4, -1.8, -5.1], [-1.9, 0.0, -1.6], [-3.4, 1.1, 0.6], [-0.6, 2.0, 4.3], [3.0, -0.2, 1.7], [2.7, -1.2, -1.2], [0.0, 0.1, 1.0], [-0.8, 0.0, -0.6], [-1.9, -0.2, -0.1], [1.2, 0.1, -1.1], [0.9, 1.1, 1.3], [-1.1, -1.5, 0.3], [-0.4, -0.8, -1.2], [0.8, 1.3, -0.6], [1.1, -1.0, 1.0], [-1.0, -1.1, -0.6], [0.8, -0.3, 1.7], [0.5, 1.5, -0.4], [-0.9, -1.3, -0.6], [0.0, -0.4, 1.8], [-0.4, 0.1, -1.6], [-1.6, -0.2, 0.8], [1.5, 0.3, -0.6], [-0.5, 0.0, 1.7], [-0.1, -0.2, -1.7], [-1.3, -0.1, 1.1], [-1.3, 0.9, 0.4], [0.6, -0.4, 1.7], [-0.5, 1.2, -1.6], [-0.1, -0.3, -1.6], [0.3, -1.2, 1.2], [0.6, -0.4, 1.8], [-1.3, 1.1, -0.2], [0.1, -0.7, -1.7], [-0.5, 1.7, -0.2], [-1.3, 1.0, 1.2], [-0.6, 2.1, 0.6], [0.7, 1.3, -1.0], [1.1, -0.7, -1.4], [0.2, -2.1, -0.1], [-1.8, 0.0, -1.2], [-1.6, 0.6, 0.6], [-0.4, 0.9, 1.7], [1.3, 0.4, 1.6], [2.1, -0.7, -0.2], [-0.3, 0.1, -0.1], [-0.2, -0.1, 0.2], [0.4, -0.2, -0.3], [-0.1, -0.2, 0.4], [0.1, 0.0, 0.2], [0.0, 0.1, 0.2], [0.3, 0.5, 0.2], [0.0, 0.1, -0.2], [0.1, 0.0, -0.1], [0.1, 0.1, -0.1], [-0.1, 0.0, 0.0], [0.1, -0.1, 0.0], [-0.1, 0.0, 0.0], [0.1, -0.2, -0.2], [-0.1, -0.1, -0.1], [-0.2, -0.3, -0.1], [-0.1, -0.1, 0.2], [0.4, 0.1, 0.0], [-0.2, 0.3, 0.4], [0.1, 0.2, 0.0], [-0.2, 0.1, 0.0], [-0.2, 0.4, -0.4], [0.0, -0.2, -0.1], [0.1, 0.0, 0.0], [0.1, -0.1, 0.0], [-0.1, -0.1, 0.0], [0.1, 0.0, 0.0], [0.0, -0.1, 0.0], [0.2, 0.0, 0.1], [0.0, -0.2, 0.1]],
  "fmax_ev_per_a": 5.814,
  "total_energy_ev": -109259.260,
  "charge": 0,
  "multiplicity": 1,
  "lumo_energy_ev": -0.08,
  "smiles": "NCCCB(CCCCCCCSc1nnco1)CCCSC(=S)N(c1ccccc1)c1ccccc1.O=S1(=O)CCCC1.O=S1(=O)CCCC1",
  "homo_lumo_gap_ev": 7.5,
  "e_homo_ev": -7.6
}

---

Record 2
{
  "formula": "C36H55IrN4OP2",
  "method": "ωB97M-V with the def2-TZVPD basis set",
  "symbols": ["C", "C", "C", "C", "C", "H", "H", "H", "N", "P", "P", "C", "H", "H", "C", "O", "C", "H", "C", "C", "C", "C", "C", "H", "H", "H", "C", "H", "H", "H", "C", "H", "H", "H", "C", "H", "H", "H", "C", "H", "H", "H", "C", "H", "H", "H", "C", "H", "H", "H", "C", "H", "H", "H", "C", "H", "H", "H", "C", "H", "H", "H", "C", "H", "H", "H", "C", "H", "H", "H", "Ir", "N", "C", "C", "C", "C", "C", "H", "C", "H", "C", "H", "H", "H", "C", "C", "C", "C", "N", "N", "C", "H", "H", "H", "H", "H", "H", "H", "H"],
  "coordinates": [[2.460217, -0.807555, 1.830811], [2.925685, 1.360383, 1.078024], [3.634389, -0.787685, 2.561514], [4.279623, 1.265014, 1.519139], [4.598922, 0.199257, 2.357538], [3.761338, -1.655020, 3.219129], [4.973768, 2.062659, 1.257367], [5.509585, 0.179692, 2.937400], [2.093242, 0.256497, 1.103235], [0.397951, -2.280848, 0.523964], [0.699122, 2.520699, -0.080654], [1.525688, -2.009830, 1.940650], [2.153892, -2.897511, 2.068228], [0.945862, -1.925346, 2.873612], [-1.510921, -0.222834, -0.728588], [-2.491595, -0.492057, -1.308762], [2.447957, 2.601816, 0.562164], [3.180981, 3.151171, -0.032534], [0.196429, 3.195986, -1.898141], [0.468548, 3.912028, 1.215665], [1.482809, -3.370763, -0.601319], [-1.014685, -3.369656, 1.237906], [-0.581190, 2.189959, -2.767251], [-1.558222, 1.931766, -2.337926], [-0.797807, 2.661662, -3.746062], [-0.001893, 1.276016, -2.948088], [-0.727308, 4.412005, -1.759458], [-1.668555, 4.128897, -1.268929], [-0.262324, 5.241366, -1.221225], [-0.989713, 4.776431, -2.764135], [1.486852, 3.540303, -2.663393], [1.220902, 3.936953, -3.661577], [2.085207, 4.310117, -2.157114], [2.113655, 2.645435, -2.836292], [-1.006959, 4.288682, 1.370981], [-1.669636, 3.460934, 1.076024], [-1.196452, 4.496231, 2.435175], [-1.275448, 5.188681, 0.797645], [0.965542, 3.393954, 2.587570], [0.457444, 2.441544, 2.802156], [2.052703, 3.212692, 2.620491], [0.773269, 4.124577, 3.388041], [1.362955, 5.081337, 0.715527], [1.873934, 4.877176, -0.239942], [0.812196, 6.025975, 0.589731], [2.163285, 5.233561, 1.452739], [-1.927052, -3.819905, 0.079198], [-2.864498, -4.213102, 0.507574], [-2.192429, -2.980862, -0.579328], [-1.479639, -4.627672, -0.518515], [-1.865024, -2.537413, 2.205136], [-1.296116, -2.232597, 3.093555], [-2.272398, -1.643687, 1.718010], [-2.713404, -3.151970, 2.550009], [-0.540313, -4.599358, 2.044974], [-1.384669, -4.944452, 2.665497], [-0.264466, -5.452944, 1.411788], [0.291135, -4.365569, 2.720929], [2.944206, -2.849617, -0.787136], [3.560660, -3.659504, -1.218485], [2.992963, -2.018056, -1.494710], [3.403597, -2.531066, 0.160325], [0.754531, -3.437490, -1.957856], [0.545051, -2.438095, -2.358043], [1.393780, -3.963602, -2.683550], [-0.192436, -3.983990, -1.884036], [1.717441, -4.797619, -0.069613], [2.154321, -4.780551, 0.941161], [0.820472, -5.428844, -0.094627], [2.463539, -5.275954, -0.728474], [0.099889, 0.092178, 0.104998], [1.256815, -0.343118, -1.552947], [1.847870, -0.613050, -2.567743], [2.932845, -0.106954, -3.401154], [2.960669, -0.367966, -4.778143], [4.007107, 0.681430, -2.874285], [4.132602, -0.168276, -5.534583], [2.110564, -0.819039, -5.331860], [5.153491, 0.924580, -3.659185], [3.972727, 1.130689, -1.885464], [5.260722, 0.468772, -4.968874], [4.217488, -0.556223, -6.551663], [5.974503, 1.487654, -3.196507], [6.220625, 0.618749, -5.523974], [-4.757336, 1.824064, 2.337061], [-3.373651, 1.383121, 2.482665], [-2.545569, 1.133371, 3.571870], [-1.312368, 0.711223, 3.091177], [-1.352177, 0.695311, 1.733616], [-2.598475, 1.115450, 1.395314], [-0.157947, 0.325877, 3.928126], [-5.374321, 1.076371, 1.810313], [-5.188490, 1.975645, 3.331689], [-4.834804, 2.773214, 1.780733], [-2.828107, 1.257049, 4.607861], [-2.939950, 1.254046, 0.447451], [-0.369098, -0.620960, 4.451504], [0.756935, 0.208129, 3.346247], [0.003197, 1.086984, 4.703410]],
  "forces_ev_per_angstrom": [[-0.6, -0.1, 0.0], [0.9, -0.2, -0.7], [0.4, -0.8, 0.2], [-1.0, -0.3, 0.3], [-0.6, 0.2, 0.2], [0.4, 0.5, -0.1], [-0.2, -0.1, 0.4], [0.3, -0.1, -0.3], [-0.8, 0.3, 0.5], [0.6, -1.8, 0.6], [0.1, 1.4, -0.2], [0.6, 0.3, 0.6], [-0.2, 0.0, 0.0], [0.1, 0.0, -0.3], [-3.9, -1.1, -3.4], [3.3, 1.0, 2.1], [0.2, -2.7, -3.5], [-0.1, 0.5, 0.8], [0.6, 0.2, -0.2], [-0.8, 0.2, 0.0], [0.4, 0.0, -0.8], [-0.4, -0.1, 0.0], [0.1, -0.5, 0.3], [0.2, 0.0, 0.0], [0.2, -0.1, 0.5], [-0.3, 0.2, 0.0], [0.1, 0.2, 0.2], [0.2, 0.2, -0.1], [-0.2, -0.1, -0.1], [0.2, -0.2, 0.2], [0.2, 0.1, -0.2], [0.1, -0.1, 0.5], [-0.1, -0.2, -0.2], [-0.2, 0.3, 0.2], [-0.5, 0.3, 0.3], [0.1, 0.3, 0.1], [-0.1, 0.1, -0.4], [0.0, -0.5, 0.2], [0.2, -0.3, -0.1], [0.2, 0.4, 0.2], [-0.5, 0.1, 0.0], [-0.2, -0.2, -0.4], [0.3, 0.2, 0.1], [-0.3, 0.2, 0.4], [0.1, -0.4, 0.2], [-0.2, 0.2, -0.2], [0.0, -0.1, 0.0], [0.3, 0.1, -0.2], [0.0, -0.3, 0.1], [-0.2, 0.3, 0.2], [0.0, 0.4, 0.0], [-0.1, 0.0, -0.2], [0.0, -0.1, 0.1], [0.4, 0.2, -0.2], [0.1, -0.3, -0.1], [0.3, 0.2, -0.2], [-0.1, 0.4, 0.4], [-0.2, -0.1, -0.1], [-0.2, 0.5, -0.1], [-0.4, 0.4, 0.3], [0.1, -0.3, 0.4], [0.0, -0.2, -0.3], [0.0, -0.1, -0.2], [0.0, -0.5, 0.1], [-0.2, 0.1, 0.2], [0.3, 0.1, -0.1], [-0.3, -0.3, 0.2], [-0.2, -0.2, -0.3], [0.4, 0.3, 0.1], [-0.4, 0.2, 0.3], [0.8, 0.4, 2.6], [1.2, -0.1, -2.8], [1.6, 1.8, 0.9], [-2.7, -0.9, -1.2], [-0.1, -0.5, -1.3], [1.7, 0.5, 0.1], [-1.6, -0.8, -0.1], [0.6, 0.2, 0.8], [0.5, -0.2, -0.1], [-0.3, -0.2, -0.1], [2.1, 1.3, 1.5], [-0.3, 0.2, 0.2], [-0.3, -0.3, -0.3], [-1.2, -0.2, 0.4], [-1.0, 0.3, 0.2], [1.5, -0.5, -0.9], [-0.2, 0.1, 0.6], [-1.1, 0.5, 0.1], [0.2, 0.3, 0.3], [-1.0, 0.2, 0.6], [0.4, -0.3, 0.3], [0.3, 0.2, 0.2], [0.0, 0.0, -0.3], [0.1, -0.3, 0.2], [0.0, -0.1, -0.1], [0.5, -0.2, 0.2], [0.1, 0.3, -0.1], [-0.1, 0.1, 0.1], [0.0, -0.2, -0.2]],
  "fmax_ev_per_a": 5.296,
  "s_squared": 8.83,
  "total_energy_ev": -67617.182,
  "charge": 3,
  "multiplicity": 6,
  "de_lowest_kcal_mol": 56.3,
  "lumo_energy_ev": [-8.19, -11.96],
  "homo_lumo_gap_ev": [5.5, 4.8],
  "e_homo_ev": [-13.7, -16.8]
}